Entry 1:
{
  "formula": "C17H17N4O7SbSeW",
  "method": "wB97M-V/def2-TZVPD",
  "symbols": ["W", "O", "C", "O", "C", "C", "C", "C", "C", "C", "O", "N", "O", "O", "N", "O", "O", "H", "H", "C", "H", "H", "C", "Sb", "C", "C", "H", "H", "H", "H", "H", "H", "H", "H", "H", "Se", "N", "C", "C", "C", "C", "C", "C", "N", "H", "H", "H", "H"],
  "positions_angstrom": [[0.47325, 0.40107, -0.06512], [-1.48661, -1.74786, -2.96769], [-0.91812, -1.35517, -1.97513], [-0.33106, -0.13740, -1.83474], [-0.82145, -2.15137, -0.66388], [-1.88419, -2.92887, -0.21127], [-1.84629, -3.36199, 1.12496], [-0.96035, -2.90494, 2.08718], [0.07489, -2.07007, 1.61642], [0.32074, -1.85776, 0.18879], [1.54625, -1.69176, -0.31152], [0.81225, -1.29492, 2.49034], [0.92657, -1.59552, 3.68460], [1.24487, -0.15785, 2.01719], [-2.74899, -4.39752, 1.50545], [-2.55869, -4.95762, 2.60689], [-3.64409, -4.73891, 0.69547], [-2.65796, -3.26228, -0.90988], [-1.06115, -3.16058, 3.13173], [1.16031, 2.55292, 0.41864], [0.67202, 2.96424, 1.30911], [2.22580, 2.74412, 0.28880], [2.76407, -1.14392, -3.16344], [2.98490, 0.42001, -1.71585], [4.14703, 1.89419, -2.82268], [4.40872, -0.38408, -0.27613], [3.73860, -1.62830, -3.29357], [2.37797, -0.71935, -4.09734], [2.08136, -1.87621, -2.73519], [5.01707, 1.42179, -3.30291], [4.48603, 2.64090, -2.08946], [3.52975, 2.41348, -3.59027], [5.36878, -0.58349, -0.77583], [4.02895, -1.32939, 0.12883], [4.54683, 0.37568, 0.52030], [0.26496, 2.76348, -1.30074], [-1.11360, 0.81623, 0.75810], [-2.15352, 1.65777, 0.88327], [-3.24273, 1.27724, 1.73412], [-4.22905, 2.17335, 2.13417], [-4.23452, 3.47175, 1.59166], [-3.31115, 3.82530, 0.62431], [-2.19971, 2.97619, 0.20703], [-1.33655, 3.54011, -0.65160], [-3.23807, 0.24748, 2.07574], [-4.91066, 1.86161, 2.89248], [-4.94649, 4.21446, 1.91747], [-3.36699, 4.78374, 0.12118]],
  "atomic_forces_ev_per_a": [[0.0413, 0.8225, 0.7683], [0.5955, 0.6881, 0.8138], [0.1371, -0.6318, 0.3942], [-0.2472, -1.0287, -0.5117], [-0.7541, -0.0546, -0.3410], [1.4471, 0.7958, -0.9565], [0.4710, 0.0215, 0.5096], [0.3726, 0.3335, -1.1641], [0.0367, -0.3528, -0.3440], [-0.9331, -0.8629, 0.4777], [-1.2617, 1.9360, 0.5567], [-0.7043, -0.1203, 0.7479], [0.3203, 0.6895, -1.2155], [0.2801, -0.0353, -0.5430], [-1.8294, -2.2131, 0.6548], [-0.5422, 0.9646, -1.8097], [1.6473, 0.7038, 1.6108], [0.1907, 0.3438, 0.4513], [0.0497, -0.0342, -0.0730], [0.0434, -1.8925, -0.4169], [0.1348, 0.2134, -0.5995], [-0.2634, 0.1744, 0.3293], [0.3147, 0.1571, 0.2405], [0.0998, -0.6383, 0.2652], [-0.3069, 0.2259, 0.0821], [0.2673, 0.4061, -0.3978], [-0.1891, 0.2069, -0.2051], [0.1460, -0.2252, 0.2299], [-0.0743, 0.1638, -0.1048], [-0.3585, 0.1037, 0.2263], [-0.0059, -0.2003, -0.3134], [0.3508, -0.4938, 0.5690], [-0.2641, 0.1865, 0.1842], [-0.1435, 0.4351, -0.0868], [-0.0816, -0.5677, -0.4184], [-1.0695, -0.1836, 2.0678], [0.8483, 0.3992, -1.2770], [-0.2718, -0.0580, 0.1829], [0.1030, 0.6140, -0.1974], [1.4178, -0.7055, -0.5892], [0.8991, 0.3873, -0.9242], [-0.1466, -0.1783, 0.0828], [0.4938, -0.0123, 0.1302], [-0.6139, -0.5789, 0.3403], [0.0807, 0.1785, 0.1983], [-0.5822, -0.0600, 0.2309], [-0.1825, -0.0451, -0.0417], [0.0368, 0.0221, 0.1859]],
  "e_above_lowest_kj_mol": 0.0,
  "s_squared": 2.165,
  "total_energy_ev": -111897.7128,
  "spin_multiplicity": 3,
  "homo_lumo_gap_ev": [5.54, 6.26],
  "molar_mass_g_mol": 773.9,
  "e_homo_ev": [-7.126, -8.631],
  "lumo_ev": [-1.5842, -2.3723],
  "max_force_ev_per_a": 2.94
}

=====

Entry 2:
{
  "formula": "C6H16F18Li3N3O20S6",
  "method": "wB97M-V/def2-TZVPD",
  "symbols": ["Li", "Li", "Li", "C", "F", "F", "F", "S", "O", "O", "N", "S", "O", "O", "C", "F", "F", "F", "C", "F", "F", "F", "S", "O", "O", "N", "S", "O", "O", "C", "F", "F", "F", "C", "F", "F", "F", "S", "O", "O", "N", "S", "O", "O", "C", "F", "F", "F", "O", "H", "H", "O", "H", "H", "O", "H", "H", "O", "H", "H", "O", "H", "H", "O", "H", "H", "O", "H", "H", "O", "H", "H"],
  "positions_angstrom": [[1.85147, 3.32437, -0.38156], [-1.73399, 2.66062, -5.09942], [-1.33874, 5.18178, 1.97124], [6.14284, -6.69858, -3.41434], [7.04609, -5.70630, -3.14027], [6.48754, -7.20364, -4.61955], [6.23328, -7.62866, -2.47258], [4.31015, -6.00243, -3.38260], [4.27040, -4.97297, -4.40740], [3.30540, -7.07692, -3.54634], [4.26160, -5.19504, -1.84200], [2.79875, -4.65345, -1.71050], [1.87071, -4.76088, -2.80594], [2.23756, -5.28470, -0.49072], [3.01683, -2.69424, -1.23986], [3.53961, -2.43023, -0.03234], [3.81764, -2.18431, -2.18890], [1.82736, -2.09395, -1.22559], [-4.97917, 3.48751, 4.83270], [-6.26861, 3.09462, 5.08496], [-4.92287, 4.67184, 4.20189], [-4.36028, 3.57859, 5.94860], [-3.97646, 2.04897, 3.89298], [-4.66909, 2.02354, 2.58955], [-2.63833, 2.59736, 3.86371], [-4.10416, 0.58387, 4.83021], [-4.94003, -0.31102, 3.85434], [-6.30722, 0.14261, 3.48186], [-4.09059, -0.84173, 2.79126], [-5.28554, -1.90366, 4.87482], [-5.90399, -1.59893, 6.05757], [-6.15310, -2.73168, 4.25976], [-4.04879, -2.47176, 4.99701], [-0.53026, 0.71377, 1.07507], [-1.66251, 0.48240, 1.71561], [0.33110, 1.45047, 1.86802], [-0.04848, -0.43559, 0.56495], [-1.00585, 1.87496, -0.45667], [-1.91801, 1.04857, -1.21959], [-1.53909, 3.06587, 0.16434], [0.53472, 2.20094, -1.19003], [0.54742, 1.36613, -2.54029], [0.39045, -0.06279, -2.43121], [-0.30678, 1.97318, -3.58681], [2.35492, 1.54781, -3.20466], [2.45849, 0.79347, -4.34187], [2.60878, 2.86800, -3.45474], [3.16120, 1.03218, -2.31339], [3.83774, 2.65376, -0.24808], [4.10990, 2.27880, -1.08569], [4.65087, 2.74841, 0.24801], [0.36723, -2.36519, -4.39422], [0.89341, -3.06425, -4.00605], [0.51274, -1.61036, -3.82388], [-3.33349, 4.82545, 1.94703], [-3.49573, 4.35995, 1.12652], [-4.20452, 5.06589, 2.26282], [-1.19700, -1.31719, 4.85449], [-0.77059, -0.67756, 4.28418], [-0.56548, -2.03287, 4.92680], [4.58863, -0.93215, -6.21504], [4.58245, -0.80443, -5.26642], [5.40473, -0.52568, -6.50660], [-0.87306, 5.70123, 0.01605], [-0.64801, 5.34871, -0.84494], [-1.45355, 6.43899, -0.17095], [-0.32871, 3.68197, 3.00667], [-0.75732, 2.83969, 3.15870], [0.50753, 3.61229, 3.46720], [-1.84705, -1.69891, -1.15191], [-1.29293, -0.94503, -0.94982], [-1.36014, -2.45152, -0.81615]],
  "atomic_forces_ev_per_a": [[0.7129, -0.3269, 0.3545], [0.6650, -0.7203, 0.7654], [-0.3637, -1.0186, 0.1789], [0.0217, 0.9234, 0.2704], [-1.1387, -0.9235, -0.2029], [-0.7372, 0.3093, 1.0643], [0.2299, -0.0227, -0.3492], [-1.9256, 1.1604, -0.4356], [0.8530, -0.9376, 0.2764], [2.8914, 1.2552, 0.8040], [0.8086, -1.3747, -3.1237], [-2.2889, -1.7796, 4.4981], [0.5275, 1.4284, -0.6564], [0.7729, 2.0841, -1.1446], [0.0535, -2.3016, -0.2214], [0.3667, -0.3534, -0.3876], [-0.3121, 0.6396, 0.2385], [-0.1277, 0.1970, -0.6285], [-0.7285, -3.1871, -0.9325], [1.5055, 1.0099, -0.8171], [-0.4940, -0.3518, -0.0598], [0.8507, 0.8481, 2.2779], [-2.2180, -0.3026, -0.9542], [1.3607, 0.2563, 1.7230], [0.2549, -0.4257, 0.7320], [0.6592, 4.5976, -0.9605], [-3.4681, -3.2184, -3.0834], [2.4008, -0.7841, 1.1548], [-0.7980, 0.4963, 0.7367], [0.1403, 1.0023, 0.1349], [1.4064, -0.4403, -0.6950], [1.2678, 0.5807, 0.0362], [-1.9828, 0.0285, 0.6632], [-0.9306, 0.6174, -1.3049], [1.2198, 0.2650, -0.2736], [-0.5218, -1.8680, -1.1068], [0.4053, 1.6961, 1.3558], [-0.9259, -1.6141, 2.0917], [1.4889, 1.4474, 0.0821], [0.9866, -0.0036, -0.6601], [-1.9683, -0.1822, 0.4512], [0.0208, -2.0660, -3.0128], [0.4065, 1.5237, 0.4018], [0.3967, 0.6055, 0.2439], [-1.8515, -0.5809, -1.5972], [-0.2931, 1.7282, 1.6838], [0.2714, -1.3208, 0.2940], [0.6589, 0.3224, 0.2915], [-0.7329, 0.5025, -0.0527], [0.1162, -0.3095, -0.2511], [0.1378, 0.1213, 0.3816], [-0.1739, 0.3805, -0.4222], [0.2575, -0.5801, 0.1841], [-0.0696, 0.0078, 0.2346], [0.8578, 0.7040, -0.5040], [-0.0896, -0.5877, -0.2099], [-0.1837, -0.0231, 0.4454], [-0.0645, 0.0969, 0.1791], [-0.0420, 0.1469, -0.1442], [0.1288, -0.2799, 0.0134], [-0.2066, 0.1965, -0.1791], [-0.0347, -0.2240, 0.2834], [0.2437, 0.0094, -0.1222], [0.1615, 0.4217, 0.5432], [-0.0960, -0.3900, -0.0627], [-0.1927, 0.4035, -0.1437], [0.4869, 1.1968, -0.4574], [-0.9313, -0.2715, 0.2482], [0.1719, 0.1360, 0.1934], [-0.2491, 0.0165, -0.0671], [-0.1141, -0.2329, -0.2934], [0.0887, -0.3598, 0.0060]],
  "total_energy_ev": -166437.2880,
  "spin_multiplicity": 1,
  "homo_lumo_gap_ev": 4.60,
  "molar_mass_g_mol": 1005.4,
  "e_homo_ev": -7.840,
  "lumo_ev": -3.2400,
  "max_force_ev_per_a": 5.65
}

=====

Entry 3:
{
  "formula": "C4H8Br2Si",
  "method": "wB97M-V/def2-TZVPD",
  "symbols": ["C", "C", "Si", "Br", "Br", "C", "C", "H", "H", "H", "H", "H", "H", "H", "H"],
  "positions_angstrom": [[-0.85919, -2.70942, 0.29188], [-0.60272, -1.45925, 0.62001], [-0.43541, -0.01882, -0.93429], [-2.36435, 0.12076, -1.95357], [0.96632, -0.98801, -2.37203], [0.13841, 1.66509, -0.30320], [1.30042, 1.66847, 0.67177], [-0.94397, -3.44958, 1.13415], [-0.91127, -3.23544, -0.72017], [-0.45136, -1.11586, 1.68201], [0.31975, 2.31604, -1.13489], [-0.79981, 2.03787, 0.23353], [0.87312, 1.81048, 1.68888], [1.92869, 0.80571, 0.55523], [1.84137, 2.55195, 0.54068]],
  "atomic_forces_ev_per_a": [[0.0921, -2.3513, 0.4434], [0.4329, 2.8274, -1.6521], [0.5040, -1.8180, 2.4492], [-0.3937, 0.1519, -0.1593], [0.0594, 0.2159, 0.0290], [-1.9910, -0.5358, 0.5636], [-1.5606, -0.2465, 1.0544], [0.0231, 0.6268, -0.8460], [-0.0432, 1.4334, 1.2375], [-0.3729, -0.5196, -1.2024], [-0.0638, 0.3497, -0.6029], [1.0575, -0.2449, -0.8414], [0.5750, -0.7985, -0.4018], [0.4266, -0.3368, 0.3473], [1.2546, 1.2463, -0.4187]],
  "smiles": "C=C[Si](Br)(Br)CC",
  "e_above_lowest_kj_mol": 0.0,
  "total_energy_ev": -152241.8943,
  "spin_multiplicity": 1,
  "homo_lumo_gap_ev": 10.54,
  "molar_mass_g_mol": 244.0,
  "e_homo_ev": -9.883,
  "lumo_ev": 0.6543,
  "max_force_ev_per_a": 3.30
}